Computed, not measured: a 4-piece molecular cluster, C21H45N4O7 overall in a non-equilibrium geometry, with ωB97M-V/def2-TZVPD.

```
77
Properties=species:S:1:pos:R:3:forces:R:3:lowdin_charge:R:1
C 5.382312 -0.929214 6.224395 -0.262 -0.478 0.041 -0.024
C 4.137788 -1.560049 5.613607 0.086 1.212 -0.302 -0.391
O 4.112576 -1.323355 4.210222 -0.052 -0.399 -0.061 -0.024
C 2.847361 -0.989970 6.190533 -0.552 -0.863 0.814 -0.154
O 2.960903 0.414266 6.362880 0.526 0.309 -0.644 -0.045
O 1.745439 0.923103 6.908217 -0.919 -0.433 -0.092 0.013
C 0.923136 1.245754 5.833528 0.948 1.838 -0.772 -0.337
O 1.104495 2.245153 5.180283 -0.408 -1.500 0.875 0.192
C -0.221921 0.304326 5.581718 1.165 0.680 0.686 -0.070
C -0.802844 0.250798 4.344923 0.625 1.112 -0.607 0.063
C -1.842522 -0.586905 4.170020 -0.612 -0.253 -0.703 0.013
N -2.262002 -1.322669 5.193693 -0.999 -0.796 -0.133 0.125
C -1.707745 -1.295379 6.400194 -0.516 -0.611 0.620 0.001
C -0.657653 -0.480570 6.617316 0.591 0.212 0.735 0.044
H 5.464038 -1.253758 7.258561 0.148 0.294 0.190 0.093
H 5.314453 0.153383 6.146562 0.068 0.074 0.234 0.086
H 6.271296 -1.250268 5.691077 0.043 -0.178 -0.066 0.092
H 4.086481 -2.631159 5.792244 0.140 -0.155 -0.215 0.150
H 4.513689 -0.464767 4.047873 0.062 0.042 -0.073 0.095
H 2.594441 -1.433324 7.159585 0.233 -0.013 0.104 0.138
H 2.049896 -1.283312 5.500951 -0.038 0.333 -0.176 0.124
H -0.434204 0.876158 3.538766 0.111 -0.085 -0.223 0.106
H -2.357755 -0.666323 3.229134 -0.196 -0.204 -0.077 0.158
H -3.055972 -1.936268 5.048930 0.003 -0.012 -0.018 0.193
H -2.110457 -1.913250 7.185010 -0.253 -0.207 -0.132 0.156
H -0.180535 -0.445838 7.580702 0.068 0.010 0.143 0.147
C -0.451166 2.456615 0.294133 -0.160 -0.016 0.019 -0.064
C 0.124378 2.943367 1.621263 0.103 -0.092 -0.329 -0.416
C 0.900470 4.263590 1.511456 -0.025 0.136 0.309 -0.201
O 2.192462 4.129940 0.960549 -0.132 0.046 -0.119 -0.181
C 2.237917 4.102474 -0.457539 0.218 -0.128 0.031 -0.097
N 0.952777 1.878018 2.206301 -0.081 0.125 0.207 0.037
H 0.313099 2.034407 -0.357862 0.055 0.025 0.041 0.054
H -1.191812 1.672742 0.462591 0.026 -0.013 -0.002 0.073
H -0.945857 3.270503 -0.238946 -0.002 -0.002 0.007 0.082
H -0.721685 3.123736 2.295768 0.072 0.083 0.049 0.134
H 1.052219 4.651156 2.522668 0.059 -0.032 -0.003 0.126
H 0.321807 5.020544 0.968040 -0.032 -0.080 -0.092 0.127
H 1.477552 4.747289 -0.906078 -0.048 -0.036 0.017 0.093
H 2.126964 3.078044 -0.824301 -0.092 0.059 -0.146 0.069
H 3.219534 4.458261 -0.766702 0.001 0.039 0.067 0.094
H 1.249932 2.176076 3.132689 0.055 0.091 -0.185 0.040
H 1.814289 1.837618 1.667806 -0.047 -0.137 -0.064 0.085
C 1.251275 2.806079 -5.479089 0.159 0.058 -0.062 -0.066
C 0.999182 2.517820 -4.003412 -0.231 -0.002 -0.263 -0.431
C 0.602945 1.059898 -3.719896 0.134 0.001 0.262 -0.214
O -0.734906 0.738708 -4.039559 0.142 -0.114 -0.080 -0.195
C -0.967331 0.420563 -5.405090 -0.339 0.115 0.090 -0.092
N -0.004463 3.460608 -3.495870 0.054 -0.153 0.184 0.051
H 0.325732 2.871967 -6.049932 -0.037 -0.041 0.046 0.066
H 1.765766 3.760125 -5.592871 -0.041 0.017 0.034 0.078
H 1.877315 2.033504 -5.929569 -0.025 -0.012 -0.001 0.081
H 1.938318 2.706437 -3.472608 -0.024 -0.067 0.077 0.127
H 0.691344 0.891451 -2.641133 -0.062 0.007 0.005 0.108
H 1.295020 0.359042 -4.204503 -0.010 0.045 -0.103 0.122
H -0.120872 -0.106009 -5.852622 0.045 0.046 0.015 0.094
H -1.193477 1.325197 -5.973941 0.129 -0.052 -0.142 0.077
H -1.841938 -0.226947 -5.452637 0.060 -0.070 0.037 0.067
H -0.100406 3.324885 -2.492996 0.051 0.079 0.012 0.035
H -0.905001 3.167889 -3.866918 0.000 0.099 -0.083 0.073
C -3.349425 -2.831714 -4.010358 -0.076 0.151 0.112 -0.071
C -3.841717 -3.284375 -5.381597 0.289 -0.127 0.173 -0.430
C -4.310848 -4.747289 -5.414238 -0.214 0.066 -0.220 -0.210
O -3.266244 -5.700274 -5.439772 -0.074 0.006 0.176 -0.187
C -2.714488 -6.024862 -4.178146 0.156 -0.070 -0.179 -0.108
N -2.793418 -3.025310 -6.373934 -0.147 -0.093 -0.061 0.043
H -2.361027 -3.224736 -3.771899 -0.001 -0.063 -0.068 0.065
H -3.274840 -1.744164 -3.975765 0.027 -0.008 -0.040 0.066
H -4.039596 -3.143521 -3.223087 0.006 -0.021 -0.008 0.077
H -4.706325 -2.664504 -5.636458 -0.040 -0.070 -0.054 0.136
H -4.865909 -4.900832 -6.343339 0.061 -0.038 -0.024 0.123
H -5.007510 -4.961194 -4.592934 0.072 0.036 0.082 0.119
H -3.472822 -6.013892 -3.389762 -0.010 0.059 0.009 0.089
H -1.898316 -5.345683 -3.919032 -0.053 0.022 0.143 0.074
H -2.300188 -7.030367 -4.247956 -0.042 -0.007 -0.040 0.088
H -3.158202 -3.238370 -7.298287 0.006 0.132 -0.026 0.076
H -2.065202 -3.721069 -6.233549 0.057 0.067 0.037 0.071
```
Positions in Å, forces in eV/Å.

* gap between HOMO and LUMO: 5.33 eV
* HOMO: -10.59 eV
* E_tot: -42788.2409 eV
* charge: +1
* 2S+1: 1